Entry 1:
C59H60B2Br2N10OTi as an isolated structure at a distorted geometry, computed with ωB97M-V/def2-TZVPD.

Cartesian coordinates (Å):
Ti -0.90112 -1.10895 0.05188
C 1.00726 -4.84765 0.87024
C 0.98097 -3.45938 0.91233
N 0.16384 -2.97999 -0.02949
N -0.35579 -4.04621 -0.67534
C 0.13614 -5.17535 -0.15256
B -1.35497 -3.95175 -1.84718
N -2.78062 -3.56006 -1.38814
C -3.93535 -4.21932 -1.59375
C -4.97596 -3.37720 -1.26569
C -4.34579 -2.19452 -0.85588
N -3.02801 -2.31281 -0.93593
N -0.92374 -2.77264 -2.72372
C -0.97655 -2.67073 -4.05692
C -0.82581 -1.34128 -4.39563
C -0.69992 -0.68354 -3.16861
N -0.75786 -1.55683 -2.17199
H 1.57826 -5.52227 1.48222
H 1.50912 -2.80097 1.58209
H -0.15086 -6.14070 -0.53263
H -1.37763 -4.98468 -2.44392
H -3.94509 -5.23830 -1.94176
H -6.03268 -3.56630 -1.32769
H -4.80740 -1.27740 -0.52908
H -1.11686 -3.53868 -4.67812
H -0.81014 -0.92665 -5.38749
H -0.58336 0.35894 -2.94235
C -2.15041 -4.17990 2.78798
C -1.70171 -3.92215 4.07300
C -1.19880 -2.66519 4.34155
C -1.08072 -1.68626 3.34287
C -1.35977 -1.97607 1.99357
C -1.96534 -3.22992 1.79660
C -0.75577 -0.32632 3.84359
C -1.31326 0.07340 5.09822
C -0.89035 1.21870 5.69565
C 0.06819 2.02209 5.03441
C 0.62603 3.18903 5.59789
C 1.52651 3.93797 4.89122
C 1.87889 3.56423 3.58032
C 1.34828 2.44077 3.01164
C 0.44916 1.62549 3.73100
N 0.02891 0.46477 3.16139
H -2.60450 -5.13246 2.54269
H -1.76990 -4.66758 4.85477
H -0.87525 -2.42665 5.34669
H -2.32503 -3.51067 0.82183
H -2.07562 -0.54194 5.55274
H -1.27767 1.52172 6.66136
H 0.33296 3.47710 6.60057
H 1.96697 4.81920 5.33887
H 2.58161 4.17211 3.02397
H 1.60270 2.14032 2.00272
Br -3.82687 0.25780 2.69439
C -4.22770 0.91565 0.97094
C -5.40785 1.65597 0.82703
C -5.76537 2.12430 -0.40105
Br -7.31909 3.21061 -0.53781
C -5.00468 1.81170 -1.54586
C -5.38103 2.14447 -2.86476
C -4.60155 1.73743 -3.90648
C -3.42613 1.01638 -3.62642
N -3.03498 0.71092 -2.42034
C -3.79318 1.09146 -1.37473
C -3.34178 0.68225 -0.07198
O -2.15988 0.09963 0.07249
H -6.00869 1.86229 1.70028
H -6.29360 2.69911 -3.03302
H -4.87141 1.96318 -4.92895
H -2.78661 0.67713 -4.43604
C 1.32086 1.71664 -4.75174
C 1.63908 2.04539 -3.28281
C 2.96512 2.82663 -3.28700
C 0.52731 2.83149 -2.59859
C -0.14801 3.75905 -3.38191
C -1.14097 4.56042 -2.85566
C -1.38310 4.50269 -1.50050
C -0.68157 3.64159 -0.65573
C -0.78908 4.01940 0.81665
C -1.19148 2.91634 1.78312
C 0.53063 4.68101 1.23698
C 0.20468 2.70194 -1.22301
N 0.95346 1.73550 -0.44831
B 0.86857 0.29911 -0.06754
N 2.28613 -0.02536 0.20792
C 3.05425 1.12263 0.08098
C 2.27901 2.15001 -0.27538
C 3.00956 -1.27685 0.28418
C 3.74191 -1.72290 1.40810
C 4.34460 -2.98394 1.34654
C 4.29091 -3.78815 0.23104
C 3.68160 -3.29431 -0.90431
C 3.06691 -2.05219 -0.89997
C 2.60817 -1.49444 -2.23267
C 2.24516 -2.55633 -3.26844
C 3.75515 -0.62925 -2.77898
C 3.91668 -1.06981 2.77427
C 2.62565 -1.22844 3.56781
C 4.43368 0.36762 2.81423
H 1.88859 0.83950 -5.06416
H 1.59835 2.54453 -5.40613
H 0.26413 1.51246 -4.90299
H 1.78427 1.11121 -2.74063
H 2.79464 3.85181 -3.62162
H 3.66163 2.35266 -3.98151
H 3.44154 2.85324 -2.31200
H 0.11135 3.86722 -4.42696
H -1.68055 5.25726 -3.48385
H -2.10116 5.18742 -1.06513
H -1.55610 4.79630 0.87893
H -0.66863 1.98820 1.57817
H -0.98270 3.22974 2.80591
H -2.25876 2.73653 1.70896
H 1.34201 3.95653 1.24440
H 0.43408 5.09463 2.24216
H 0.78816 5.49496 0.55651
H 4.11962 1.11586 0.22751
H 2.55720 3.18226 -0.39764
H 4.86335 -3.34794 2.22477
H 4.74628 -4.77009 0.22940
H 3.69916 -3.88393 -1.80983
H 1.72416 -0.88209 -2.06706
H 3.13215 -3.05572 -3.66310
H 1.73806 -2.07825 -4.10651
H 1.57823 -3.31005 -2.84800
H 4.65331 -1.24012 -2.89134
H 3.98566 0.19106 -2.10021
H 3.50286 -0.21235 -3.75597
H 4.68343 -1.66050 3.28219
H 1.80820 -0.73970 3.05000
H 2.72761 -0.79714 4.56661
H 2.38030 -2.28781 3.67848
H 3.68632 1.08510 2.49493
H 5.32592 0.48065 2.19446
H 4.70663 0.61423 3.84226

- highest occupied orbital energy (eV) = -7.7304
- Kohn-Sham gap (eV) = 7.47
- strongest force on any atom (eV Å⁻¹) = 1.75
- LUMO level (eV) = -0.26
- energy above the lowest of the compared OMol25 structures with the same formula, charge and spin (kJ/mol) = 0.0

Mulliken population analysis, charges in e, atoms 1 to 5: Ti -2.15; C -1.87; C -0.39; N 1.39; N 0.09

Entry 2:
C59H60MnN3O4P3S2 as an isolated structure at a distorted geometry, computed with ωB97M-V/def2-TZVPD.

Cartesian coordinates (Å):
Mn 0.21128 -0.66718 0.25142
O 1.55450 -1.83264 -0.61206
S -0.16329 0.13506 -1.99143
C -1.53241 -0.37093 -2.98332
C -1.33846 -0.42114 -4.34528
C -2.39174 -0.59701 -5.26772
C -3.65870 -0.69593 -4.77560
C -4.99624 -0.78142 -5.47979
C -6.03940 -0.90207 -4.33269
C -5.22189 -0.81475 -3.06092
C -5.58976 -0.81365 -1.75248
C -4.56582 -0.85004 -0.77362
C -3.21844 -0.82638 -1.05128
P -2.07846 -1.39026 0.28478
C -2.26892 -3.22458 0.12612
C -2.86793 -3.84421 -0.96141
C -2.97461 -5.23582 -1.01926
C -2.49721 -6.01360 0.01871
C -1.89630 -5.40046 1.11828
C -1.77843 -4.02347 1.16636
C -3.03073 -1.22073 1.86833
C -2.64389 -0.30032 2.83401
C -3.28117 -0.23652 4.06889
C -4.33290 -1.09244 4.35590
C -4.72975 -2.02739 3.40618
C -4.07620 -2.09625 2.18537
C -2.82171 -0.63150 -2.42182
C -3.85075 -0.71806 -3.37918
C 0.45013 1.61849 -2.72697
C -0.37430 2.41958 -3.47456
C 0.11317 3.47058 -4.29150
C 1.46118 3.65798 -4.36756
C 2.30827 4.61403 -5.18613
C 3.77613 4.19188 -4.88241
C 3.66113 3.14041 -3.79664
C 4.60580 2.45013 -3.09813
C 4.17179 1.57296 -2.07188
C 2.84888 1.31529 -1.78469
P 2.44575 0.64737 -0.12252
C 3.86793 -0.48365 0.23838
C 4.31078 -1.39380 -0.72916
C 5.29937 -2.32143 -0.43645
C 5.86113 -2.36983 0.83608
C 5.43250 -1.47455 1.80326
C 4.44882 -0.53451 1.50369
C 2.88771 2.04533 0.99960
C 3.67317 3.13989 0.64116
C 4.04550 4.09159 1.58112
C 3.66035 3.95584 2.90719
C 2.88299 2.86930 3.28116
C 2.48101 1.93497 2.33094
C 1.84927 1.89920 -2.64359
C 2.29930 2.86535 -3.55505
H -0.33668 -0.25553 -4.72544
H -2.18211 -0.60694 -6.33107
H -5.03512 -1.63199 -6.16009
H -5.16763 0.11076 -6.08331
H -6.57126 -1.85294 -4.37510
H -6.79540 -0.11837 -4.37927
H -6.62880 -0.84682 -1.44412
H -4.88054 -0.94603 0.25563
H -3.26151 -3.25164 -1.77926
H -3.44285 -5.70281 -1.87707
H -2.58877 -7.09183 -0.02182
H -1.51762 -6.00326 1.93476
H -1.30128 -3.55534 2.02110
H -1.80498 0.34726 2.64486
H -2.94599 0.47792 4.81266
H -4.83453 -1.04329 5.31587
H -5.53791 -2.71569 3.62253
H -4.36986 -2.86585 1.48074
H -1.43568 2.20042 -3.49001
H -0.58466 4.06577 -4.86986
H 2.12484 5.64592 -4.88196
H 2.07576 4.55441 -6.24923
H 4.39011 5.03366 -4.56263
H 4.25604 3.77106 -5.76688
H 5.66685 2.59570 -3.26657
H 4.93141 1.14100 -1.43079
H 3.87449 -1.37822 -1.71988
H 5.63167 -3.01109 -1.20314
H 6.63682 -3.09151 1.06328
H 5.87202 -1.49077 2.79365
H 4.14306 0.15844 2.27802
H 3.99692 3.26795 -0.38108
H 4.64994 4.93682 1.27711
H 3.96761 4.68935 3.64264
H 2.59178 2.74497 4.31686
H 1.86811 1.08890 2.64009
C -0.50089 -1.39191 6.46659
C 0.48721 -0.47650 5.73597
C 0.87460 -1.01769 4.39277
N 0.36727 -0.62458 3.28361
N 0.82537 -1.33142 2.17540
C 1.70448 -2.25822 2.51133
N 2.28704 -3.11086 1.65257
S 2.01072 -2.31501 4.20502
H -0.72708 -0.99869 7.45832
H -0.09023 -2.39666 6.58872
H -1.43316 -1.47632 5.90453
H 1.38399 -0.32558 6.34149
H 0.04225 0.50611 5.56690
H 2.28756 -2.76758 0.67930
H 3.09984 -3.61234 1.97032
C 0.40130 -2.43928 -0.76755
H 0.20868 -3.32306 -0.17129
H -0.06630 -2.44215 -1.75025
C -2.03653 3.04355 4.11740
C -0.79480 2.61958 3.37599
O -0.97803 2.87574 1.96678
P -0.72053 1.82158 0.76559
O -0.20619 2.84601 -0.36049
C 0.37346 4.16032 -0.18747
C -0.64219 5.23683 -0.47941
O -2.21897 1.50625 0.27018
C -3.22812 2.46417 -0.09203
C -4.36559 2.39071 0.89556
H -1.87059 2.96687 5.19619
H -2.89158 2.42136 3.85371
H -2.28206 4.08188 3.88615
H -0.55665 1.56687 3.53100
H 0.05952 3.20756 3.69930
H 1.20161 4.20500 -0.89241
H 0.77706 4.25806 0.81944
H -1.11151 5.07005 -1.45185
H -0.14396 6.21006 -0.50410
H -1.41618 5.27217 0.28958
H -3.55820 2.18547 -1.09435
H -2.79731 3.45961 -0.14314
H -4.76655 1.37542 0.95020
H -5.16883 3.06468 0.58673
H -4.03264 2.68436 1.89244

- highest occupied orbital energy (alpha / beta) (eV) = -9.5031 / -9.4694
- Kohn-Sham gap (alpha / beta) (eV) = 7.63 / 7.59
- strongest force on any atom (eV Å⁻¹) = 1.59
- charge = +1
- LUMO level (alpha / beta) (eV) = -1.88 / -1.88

Mulliken population analysis, charges in e, atoms 1 to 5: Mn 1.04; O -0.62; S 2.34; C -0.96; C -0.20

Entry 3:
C59H65MnN4O5SbTe as an isolated structure at a distorted geometry, computed with ωB97M-V/def2-TZVPD.

Cartesian coordinates (Å):
Mn 0.27451 0.48428 -0.92442
O -1.26479 -0.07433 -1.80993
C -1.45625 -0.42743 -3.00131
C -0.44272 -0.48172 -3.97970
C -0.66925 -1.07204 -5.23751
C 0.37273 -1.20614 -6.10564
C 1.66181 -0.76107 -5.77988
C 1.90077 -0.16155 -4.56875
C 0.85960 -0.00148 -3.64301
O 1.06253 0.58325 -2.48560
N 0.14328 -1.85368 -7.41405
O -0.98489 -2.23666 -7.63872
O 1.10044 -1.94877 -8.14810
H -2.47094 -0.72959 -3.26920
H -1.64919 -1.44444 -5.51001
H 2.45224 -0.90478 -6.50452
H 2.88946 0.17735 -4.29040
C 1.97457 -8.47057 -1.32603
C 1.46689 -7.09182 -1.03374
C 1.32474 -6.65008 0.27863
C 0.84277 -5.38842 0.59304
C 0.69516 -5.02036 2.04290
C 0.50858 -4.53646 -0.47515
Te -0.18129 -2.55706 -0.14940
N 1.32564 -2.05686 1.06789
C 1.61830 -0.81690 1.21242
O 0.96146 0.21477 0.65288
C 2.74347 -0.45766 2.09934
C 3.81474 -1.33879 2.24721
C 4.86465 -1.01127 3.08830
C 4.84644 0.18703 3.79226
C 3.77251 1.05879 3.65954
C 2.72210 0.74094 2.81283
C -1.82034 -2.93788 1.16318
C -1.88664 -2.63215 2.52711
C -0.80955 -1.89234 3.26915
C -3.01305 -3.04867 3.22259
C -4.07781 -3.69212 2.60442
C -5.27801 -4.12667 3.38814
C -4.00206 -3.92576 1.23650
C -2.88297 -3.57282 0.49945
C -2.83170 -3.91314 -0.96733
C 0.61245 -4.95526 -1.80936
C 0.19719 -4.13230 -3.00375
C 1.09565 -6.23242 -2.05946
H 2.54122 -8.86602 -0.48591
H 2.60071 -8.47967 -2.21682
H 1.13344 -9.14251 -1.50980
H 1.59328 -7.31653 1.08930
H 0.98609 -5.86037 2.66951
H -0.34157 -4.77714 2.27503
H 1.32682 -4.17026 2.29258
H 3.80532 -2.27306 1.70125
H 5.69607 -1.69240 3.21043
H 5.65873 0.43659 4.46227
H 3.74630 1.97850 4.23062
H 1.86711 1.40089 2.73404
H 0.06342 -2.52260 3.44256
H -1.17746 -1.55927 4.23859
H -0.48769 -1.01823 2.70653
H -3.05815 -2.85957 4.28931
H -5.31988 -3.64050 4.36110
H -5.24334 -5.20512 3.55601
H -6.20085 -3.92001 2.84597
H -4.82819 -4.41222 0.73064
H -3.81730 -4.19398 -1.33294
H -2.16180 -4.75718 -1.14759
H -2.49225 -3.06168 -1.57037
H 0.07374 -3.07392 -2.77332
H -0.74543 -4.50772 -3.40898
H 0.93715 -4.22061 -3.79896
H 1.17749 -6.56666 -3.08762
C 5.74758 2.10784 -0.63286
C 4.43650 1.33460 -0.93627
N 3.31355 2.25946 -1.07066
C 3.18435 3.04637 0.15500
C 4.44221 3.91851 0.38469
N 5.42846 3.56951 -0.68457
C 4.87296 3.92909 -2.02731
C 3.53890 3.15659 -2.20120
H 6.52554 1.89601 -1.36373
H 6.13283 1.88065 0.35987
H 4.22312 0.63464 -0.12828
H 4.53742 0.76428 -1.85965
H 3.05017 2.35498 0.98055
H 2.29420 3.66716 0.08818
H 4.89549 3.72406 1.35574
H 4.22556 4.98333 0.31291
H 6.28504 4.09956 -0.52808
H 5.60817 3.65732 -2.78260
H 4.72892 5.00714 -2.06565
H 3.55963 2.57484 -3.12209
H 2.69780 3.84654 -2.26322
C -3.39755 4.60065 1.58572
C -3.11068 4.85077 0.12951
C -3.68255 5.96908 -0.47866
C -3.45843 6.27750 -1.81024
C -2.65132 5.46050 -2.58615
C -2.06656 4.34525 -2.01146
C -2.29298 4.04256 -0.67150
Sb -1.33978 2.32427 0.19584
C -3.13482 1.23345 0.73216
C -3.30570 0.75047 2.02650
C -4.52485 0.22905 2.42399
C -5.56736 0.15710 1.51435
C -5.37624 0.59103 0.21369
C -4.16547 1.13933 -0.21006
C -4.07818 1.61688 -1.63640
C -0.25600 3.52191 1.65074
C 0.23082 4.69188 1.06596
C 0.88847 5.63666 1.83568
C 1.06061 5.41374 3.19602
C 0.59654 4.23962 3.76510
C -0.05760 3.26905 3.00432
C -0.55827 2.01948 3.67299
H -4.26716 5.17255 1.90260
H -2.55435 4.91225 2.20600
H -3.59902 3.54997 1.78633
H -4.32439 6.60763 0.11575
H -3.91603 7.15718 -2.24251
H -2.48634 5.68285 -3.63195
H -1.43764 3.69963 -2.61562
H -2.50003 0.80583 2.74586
H -4.66161 -0.10340 3.44392
H -6.53353 -0.22869 1.81244
H -6.19180 0.52584 -0.49665
H -4.70857 0.99997 -2.27665
H -3.06023 1.59334 -2.02277
H -4.44219 2.64215 -1.71864
H 0.05682 4.89330 0.01443
H 1.23847 6.55492 1.38149
H 1.53791 6.16207 3.81487
H 0.72504 4.06901 4.82748
H 0.07099 1.74878 4.52016
H -0.57327 1.18258 2.97196
H -1.56980 2.17586 4.05637

- highest occupied orbital energy (alpha / beta) (eV) = -15.1111 / -15.1117
- Kohn-Sham gap (alpha / beta) (eV) = 6.00 / 6.98
- strongest force on any atom (eV Å⁻¹) = 2.03
- charge = +3
- multiplicity = 3
- LUMO level (alpha / beta) (eV) = -9.12 / -8.13
- energy above the lowest of the compared OMol25 structures with the same formula, charge and spin (kJ/mol) = 14.6

Mulliken population analysis, charges in e, atoms 1 to 5: Mn 0.58; O 1.15; C 0.20; C -0.27; C -0.35

Looking at DFT total energy for the records above, in order, we have -243663.515; -155672.238; -123559.149 eV.